Record 1
A structure of composition C6H16IO2Zn at a distorted geometry. Source: the Open Molecules 2025 dataset; level of theory: the ωB97M-V functional and the def2-TZVPD basis.

Structure (XYZ):
```
26
C6H16IO2Zn the ωB97M-V functional and the def2-TZVPD basis
Zn 7.42637 17.84625 4.33210
I 9.00021 19.93071 5.52994
C 9.02137 25.73558 5.05103
C 8.34511 24.33880 5.16561
C 6.81825 24.42183 5.45371
O 8.48635 23.49799 4.04832
H 10.09464 25.58297 4.93741
H 8.84020 26.41711 5.88216
H 8.85580 26.27103 4.11617
H 8.66059 23.85443 6.08970
H 6.57026 24.93249 6.38420
H 6.47248 23.39081 5.52811
H 6.31179 24.88244 4.60552
H 8.63378 22.62362 4.41622
C 6.06543 23.40175 9.57637
C 7.07108 22.41684 8.91839
C 7.63695 21.39800 9.91814
O 6.47190 21.71593 7.84166
H 5.83653 24.15518 8.82268
H 6.27900 23.90817 10.51766
H 5.07691 22.94349 9.60656
H 7.91206 22.94770 8.47223
H 8.27028 21.96783 10.59806
H 8.13290 20.55080 9.44444
H 6.86260 20.78962 10.38540
H 7.13620 21.40056 7.22453
```

Results
Total charge ... +1
Energy above the lowest of the compared OMol25 structures with the same formula, charge and spin ... 2.6356 eV
F_max ... 3.14 eV/Å

Löwdin population analysis, charges in e, atoms 1 to 6: atom 1 (Zn): 0.8934, atom 2 (I): 0.3192, atom 3 (C): -0.0372, atom 4 (C): -0.4872, atom 5 (C): -0.0532, atom 6 (O): -0.0546

Record 2
A structure of composition C8H10N4OS at a distorted geometry. Source: the Open Molecules 2025 dataset; level of theory: the ωB97M-V functional and the def2-TZVPD basis.

Structure (XYZ):
```
24
C8H10N4OS the ωB97M-V functional and the def2-TZVPD basis
C 0.40515 -3.46268 -1.22885
C 0.29810 -1.76867 2.72206
C 2.08566 0.20747 -1.01241
C -1.37815 -0.54553 -1.24617
C -0.56100 0.83551 0.95453
C 0.07418 -1.03555 -1.04699
C 0.49333 -0.30554 0.72178
C -0.33899 2.14062 0.24475
N 0.15807 -2.36581 -1.10729
N 0.39935 -1.19570 1.72255
N 1.05233 -0.40061 -1.68794
N 1.76709 0.26813 0.37767
O 3.09643 0.66725 -1.45803
S -2.12125 0.00555 0.41191
H 0.72030 -4.55278 -1.34549
H -0.03133 -2.31048 3.50705
H -1.55956 0.39807 -1.91308
H -2.03497 -1.28241 -1.56035
H -0.68391 0.96567 2.02206
H -0.66994 3.05611 0.74918
H -0.71673 2.25596 -0.70347
H 0.75199 2.24708 0.19197
H 0.89755 -0.39054 -2.67316
H 2.52910 0.36812 1.03725
```

Results
Total charge ... +2
Energy above the lowest of the compared OMol25 structures with the same formula, charge and spin ... 1.9868 eV
F_max ... 7.29 eV/Å

Löwdin population analysis, charges in e, atoms 1 to 6: atom 1 (C): 0.3909, atom 2 (C): 0.4316, atom 3 (C): -0.4615, atom 4 (C): -0.2772, atom 5 (C): -0.4954, atom 6 (C): -0.3945

Record 3
A cluster of 9 separate species, H18O9 in total at a distorted geometry. Source: the Open Molecules 2025 dataset; level of theory: the ωB97M-V functional and the def2-TZVPD basis.

Structure (XYZ):
```
27
H18O9 the ωB97M-V functional and the def2-TZVPD basis
O -0.23259 -2.25947 2.16299
H 0.49420 -2.06151 1.48946
H -0.65153 -1.45481 2.39840
O 1.93210 -0.67727 0.43969
H 2.66559 -0.06239 0.42569
H 1.83681 -1.01362 -0.43102
O -1.59580 -3.83919 0.66010
H -1.17650 -3.20059 1.24926
H -1.37658 -3.82315 -0.30622
O -3.37766 0.15764 -1.82935
H -2.59876 0.17810 -1.50382
H -3.12889 0.73938 -2.55074
O 0.67413 -1.71427 -2.01239
H 0.44090 -2.60691 -2.11681
H 0.45506 -1.14344 -2.66242
O 0.66269 1.48385 1.78436
H 1.13234 0.57399 1.80697
H 1.36551 2.13759 2.24905
O -0.38706 4.01230 0.49794
H 0.18619 4.22270 1.29526
H 0.09624 3.33370 0.01354
O -1.12037 -0.20478 -0.39075
H -0.52930 0.44923 -0.16135
H -0.59411 -0.98360 -0.69542
O 1.34353 2.64031 -0.93040
H 2.10779 3.01926 -0.70366
H 1.37608 2.09695 -0.17839
```

Results
Energy above the lowest of the compared OMol25 structures with the same formula, charge and spin ... 4.4625 eV
F_max ... 9.97 eV/Å

Löwdin population analysis, charges in e, atoms 1 to 6: atom 1 (O): -0.0387, atom 2 (H): 0.0747, atom 3 (H): 0.0422, atom 4 (O): -0.0306, atom 5 (H): 0.0592, atom 6 (H): 0.0038

Record 4
A structure of composition C36H50F12N2O8 at a distorted geometry. Source: the Open Molecules 2025 dataset; level of theory: the ωB97M-V functional and the def2-TZVPD basis.

Structure (XYZ):
```
108
C36H50F12N2O8 the ωB97M-V functional and the def2-TZVPD basis
C 10.61458 1.46246 -2.34221
C 9.36780 1.58826 -1.29978
C 8.01091 2.23489 -1.92353
C 6.96237 2.40875 -0.65460
C 5.40390 2.19317 -1.06468
C 4.73764 3.50505 -1.83237
C 3.17600 3.61571 -1.28768
C 2.13998 4.05245 -2.46746
C 0.91589 2.99409 -2.71830
C -0.12444 2.88583 -1.44504
C -1.52556 3.72873 -1.73246
C -2.79211 3.08724 -0.93893
C -3.95490 2.45770 -1.87867
C -3.77068 2.22457 -3.48682
C -4.97001 1.59950 -4.38025
C -6.31625 1.19146 -3.61304
C -6.55999 1.36768 -2.00062
N -7.86707 0.90832 -1.48770
C -7.90525 1.18280 -0.04060
C -6.74238 1.81386 0.86047
N -5.44174 2.20879 0.29880
C -5.35947 2.00342 -1.16175
H 11.52016 1.02834 -1.71973
H 10.44064 0.67143 -3.20051
H 10.99610 2.47678 -2.77359
H 9.67878 2.25439 -0.39056
H 9.13789 0.49154 -0.92809
H 7.55306 1.64640 -2.81211
H 8.31284 3.29266 -2.35309
H 7.16763 3.40059 -0.08947
H 7.25476 1.53920 0.08955
H 4.80537 2.11645 -0.04935
H 5.18191 1.19190 -1.62606
H 4.77681 3.33866 -2.98631
H 5.36753 4.44268 -1.48971
H 2.81541 2.65610 -0.74510
H 3.15437 4.47877 -0.48571
H 2.75404 4.14647 -3.45008
H 1.67455 5.07742 -2.18112
H 0.32085 3.38208 -3.64824
H 1.34117 1.91231 -2.87068
H 0.35453 3.37464 -0.48326
H -0.43938 1.79213 -1.22151
H -1.33137 4.78532 -1.24060
H -1.69773 3.93471 -2.86011
H -2.39584 2.30406 -0.14982
H -3.26941 3.94810 -0.28658
H -2.79140 2.52178 -4.05069
H -4.84916 1.45261 -5.54074
H -7.18973 0.74670 -4.26910
H -8.90497 0.89722 0.51730
H -6.91781 1.95279 1.99894
C -11.14669 -2.01064 0.30324
C -11.06014 -2.10595 1.81717
O -12.05577 -1.24555 2.42774
C -13.32115 -1.74284 2.48650
O -13.64295 -2.83673 2.05902
C -14.25276 -0.76012 3.19222
F -14.09246 0.51738 2.75820
F -14.04182 -0.73479 4.53449
F -15.56507 -1.05655 3.01795
H -11.06454 -0.96871 -0.02192
H -10.35037 -2.59304 -0.16724
H -12.10834 -2.38248 -0.06219
H -10.07980 -1.75139 2.14556
H -11.16171 -3.13676 2.15509
C -10.98256 -5.13833 7.99341
C -9.64905 -4.71484 7.40696
O -9.75004 -4.54692 5.98396
C -10.28359 -3.36857 5.55747
O -10.66966 -2.48734 6.30242
C -10.28829 -3.30146 4.03193
F -10.74010 -4.44891 3.45945
F -9.04322 -3.09060 3.52865
F -11.07650 -2.29431 3.54554
H -11.35475 -6.03671 7.49200
H -10.88767 -5.34231 9.06292
H -11.73953 -4.36106 7.85614
H -8.90730 -5.50018 7.58108
H -9.26957 -3.80332 7.88062
C 17.34088 -0.66947 -0.14982
C 16.18912 -1.53951 -0.61678
O 15.02777 -1.32701 0.20093
C 14.28247 -0.22538 -0.09389
O 14.55224 0.56018 -0.98335
C 13.05780 -0.14580 0.81483
F 13.35686 -0.37885 2.11956
F 12.11077 -1.05869 0.47460
F 12.44685 1.06700 0.77867
H 17.54179 -0.83596 0.91271
H 18.24691 -0.88761 -0.72081
H 17.10671 0.39239 -0.26641
H 16.46165 -2.59401 -0.51151
H 15.95721 -1.37123 -1.67373
C 2.38901 -4.26197 -3.13669
C 1.80061 -2.95192 -2.64772
O 2.45188 -2.52081 -1.44245
C 3.65081 -1.89400 -1.60209
O 4.17676 -1.69665 -2.68178
C 4.20806 -1.44754 -0.25229
F 4.11972 -2.41486 0.69772
F 3.54272 -0.36865 0.24258
F 5.51876 -1.09367 -0.30896
H 2.35061 -5.01862 -2.34736
H 1.84226 -4.63034 -4.00839
H 3.44052 -4.14427 -3.41322
H 0.74381 -3.09484 -2.40266
H 1.85005 -2.17380 -3.41673
```

Results
F_max ... 14.29 eV/Å

Löwdin population analysis, charges in e, atoms 1 to 6: atom 1 (C): -0.1453, atom 2 (C): -0.2837, atom 3 (C): -0.2200, atom 4 (C): -0.2182, atom 5 (C): -0.2273, atom 6 (C): -0.1840

Number 1: E -67084.70910 eV, gap between HOMO and LUMO 3.2 eV, E_LUMO -9.2 eV. Number 2: E -27278.75222 eV, gap between HOMO and LUMO 6.7 eV, E_LUMO -9.6 eV. Number 3: E -18717.67301 eV, gap between HOMO and LUMO 9.9 eV, E_LUMO -0.6 eV. Number 4: E -90096.89680 eV, gap between HOMO and LUMO 7.2 eV, E_LUMO -1.1 eV.